Below is a molecular structure, C28H44CuN3O14P2S3Te, with properties calculated with ωB97M-V/def2-TZVPD.

Each line ends with the Löwdin charge.
Atoms and positions in Å:
1 Cu 0.209 -0.815 -0.574  0.0363
2 O 6.504 4.785 0.575  0.0044
3 N 6.399 3.599 0.893  -0.3754
4 O 7.317 2.998 1.448  0.0124
5 C 5.172 2.916 0.585  -0.1557
6 C 4.140 3.706 -0.026  0.0123
7 C 2.840 3.372 0.006  -0.3123
8 C 2.748 1.073 0.216  -0.3245
9 O 1.852 0.579 -0.457  0.0470
10 C 4.115 0.683 0.455  -0.0700
11 C 5.152 1.566 0.782  0.0637
12 N 4.462 -0.697 0.442  -0.3695
13 O 5.631 -1.021 0.679  0.0122
14 O 3.581 -1.492 0.231  0.0625
15 N 1.828 4.008 -0.693  -0.1744
16 O -0.645 4.511 -0.641  -0.3455
17 O 0.120 2.959 -2.293  -0.4186
18 H 4.445 4.626 -0.500  0.1042
19 H 6.059 1.107 1.144  0.1196
20 C 2.912 4.138 -2.967  -0.0718
21 C 2.188 4.860 -1.823  -0.2503
22 S 0.282 3.154 -0.867  1.0647
23 O 2.468 2.317 0.873  0.0225
24 C -1.206 4.689 0.659  -0.2986
25 C -2.584 5.302 0.500  -0.0725
26 H 2.981 4.794 -3.838  0.0705
27 H 2.346 3.252 -3.243  0.0669
28 H 3.914 3.838 -2.668  0.0640
29 H 1.243 5.269 -2.182  0.1006
30 H 2.798 5.687 -1.452  0.1132
31 H -0.556 5.340 1.252  0.1145
32 H -1.283 3.727 1.172  0.1020
33 H -2.510 6.289 0.040  0.0708
34 H -3.073 5.388 1.472  0.0755
35 H -3.184 4.659 -0.145  0.0643
36 C -3.147 -2.320 -2.335  -0.0024
37 C -2.237 -1.122 -2.265  -0.3653
38 O -1.037 -1.259 -2.133  0.0171
39 C -2.835 0.229 -2.423  -0.1460
40 C -4.203 0.459 -2.286  -0.0400
41 C -4.718 1.731 -2.482  -0.1074
42 C -3.873 2.785 -2.806  -0.0874
43 C -2.509 2.562 -2.937  -0.0744
44 C -1.996 1.289 -2.753  -0.0144
45 H -2.560 -3.194 -2.596  0.0582
46 H -3.941 -2.172 -3.068  0.0797
47 H -3.587 -2.492 -1.349  0.0561
48 H -4.863 -0.350 -1.999  0.1089
49 H -5.781 1.907 -2.366  0.0944
50 H -4.282 3.778 -2.953  0.0956
51 H -1.838 3.381 -3.167  0.0928
52 H -0.934 1.103 -2.837  0.1087
53 C 0.362 -0.247 3.571  -0.0754
54 C -1.007 0.351 3.844  -0.3381
55 O -1.516 1.072 2.717  -0.2995
56 P -2.065 0.344 1.352  0.1349
57 O -1.029 0.618 0.292  -0.3824
58 Te -3.019 -1.743 1.854  0.4297
59 O -3.229 1.429 0.990  -0.3114
60 C -4.377 1.583 1.817  -0.3438
61 C -5.541 2.055 0.969  -0.0805
62 H 0.726 -0.775 4.455  0.0746
63 H 1.075 0.534 3.295  0.0790
64 H 0.303 -0.958 2.744  0.0324
65 H -0.965 1.076 4.661  0.1062
66 H -1.710 -0.439 4.117  0.0389
67 H -4.153 2.309 2.607  0.1110
68 H -4.620 0.630 2.290  0.0323
69 H -5.282 2.983 0.453  0.0641
70 H -6.420 2.226 1.595  0.0691
71 H -5.775 1.301 0.218  0.0626
72 C 2.637 -4.208 2.549  -0.0864
73 C 3.227 -5.083 1.454  -0.4529
74 C 2.875 -6.551 1.666  -0.0646
75 O 2.886 -4.680 0.126  -0.3297
76 P 1.537 -4.198 -0.594  -0.0714
77 S 2.010 -3.884 -2.467  0.1904
78 S 0.397 -2.871 0.456  0.3705
79 O 0.761 -5.647 -0.407  -0.3404
80 C -0.578 -6.023 -0.747  -0.4749
81 C -1.095 -5.334 -2.002  -0.1008
82 C -1.518 -5.813 0.436  -0.0724
83 H 3.044 -4.514 3.518  0.0761
84 H 1.552 -4.294 2.562  0.0451
85 H 2.885 -3.162 2.368  0.0655
86 H 4.315 -4.975 1.469  0.1370
87 H 1.797 -6.664 1.789  0.0673
88 H 3.384 -6.932 2.557  0.0710
89 H 3.186 -7.136 0.799  0.0792
90 H -0.502 -7.098 -0.943  0.1286
91 H -1.104 -4.257 -1.839  0.0316
92 H -2.106 -5.689 -2.225  0.0780
93 H -0.439 -5.535 -2.846  0.0542
94 H -1.591 -4.750 0.665  0.0111
95 H -1.132 -6.328 1.319  0.0727
96 H -2.511 -6.207 0.197  0.0727

Force components x, y, z for each atom (eV/Å):
0.4433 -0.2960 0.5489
-0.1087 -0.0254 -0.0135
0.2685 0.0236 0.1075
-0.1105 0.0061 -0.0455
-0.0471 -0.0468 0.2386
-0.2161 0.5038 -0.0607
0.5830 -0.9261 0.9335
-0.4809 -0.1878 -0.8529
1.1440 0.4843 0.7892
-0.2762 0.4714 0.1574
0.0070 0.0844 0.0406
0.3288 0.1431 0.1020
-0.0282 -0.0234 -0.0563
-0.5147 -0.7626 -0.1177
-0.9014 -0.8080 0.0114
0.0534 -0.2751 -0.2968
0.6258 0.1608 -0.0236
0.0127 -0.1130 -0.1879
0.0220 0.0056 -0.0098
-0.1157 0.0415 0.2453
-0.0323 -0.0835 -0.1874
0.7382 1.0201 0.5142
-0.0477 0.7103 -1.1767
-0.1034 -0.0703 0.3653
0.1671 -0.0920 -0.1440
0.0213 0.0238 0.0524
0.0118 -0.0475 -0.0707
0.0043 -0.0153 -0.0723
0.0651 0.1133 -0.0431
-0.1028 0.0563 0.0464
0.0605 -0.0316 -0.0513
0.0300 -0.0824 -0.0169
-0.0542 -0.0043 0.0321
0.0165 0.0257 -0.0217
-0.0682 -0.0058 0.0343
0.0413 -0.0190 -0.0846
-0.2399 -0.0456 -0.1484
-0.1566 -0.2083 -0.4658
-0.1474 0.3270 -0.0742
0.0120 -0.0579 -0.0074
-0.0598 0.0630 0.0276
-0.0275 -0.1858 -0.0070
-0.2046 0.1941 -0.1648
-0.0605 -0.2634 0.0697
-0.0020 0.0233 -0.0197
-0.0166 0.0015 0.0684
-0.0288 0.0602 0.0503
-0.0059 -0.0083 -0.0035
-0.0002 -0.0179 0.0236
0.0229 0.0136 0.0038
-0.1489 -0.1418 0.0064
-0.1438 0.0021 -0.0404
-0.1008 0.1673 -0.1557
0.1875 -0.0695 -0.1262
-0.2818 -0.3947 0.0610
0.5644 1.6462 0.0543
-0.7020 -0.6392 0.2857
-0.0437 -0.2127 -0.1715
-0.1286 -0.1390 0.0200
0.0232 0.0763 0.0329
0.1882 -0.0009 -0.0462
0.0091 0.0110 -0.0096
-0.0064 -0.0422 0.0335
0.0488 -0.0479 0.0320
-0.0138 0.0412 -0.0314
-0.0690 0.0063 -0.0009
0.0638 -0.0117 -0.0125
0.0040 -0.0523 0.0435
-0.0529 -0.0206 -0.0097
0.0057 -0.0015 -0.0003
-0.0410 0.0251 0.0090
0.0770 0.1012 -0.1736
-0.2083 -0.0880 0.1379
0.0258 0.0681 -0.0967
0.1743 0.4219 0.0662
-0.6073 -0.4933 0.0960
-0.1149 0.1902 0.1751
0.5391 -0.3990 -0.4114
0.0039 0.0625 0.0649
-0.0174 0.1624 -0.0046
0.1564 -0.0587 0.0877
0.1664 -0.0058 -0.0161
0.0063 -0.0287 -0.0476
-0.0155 -0.0074 0.0860
-0.0211 -0.0028 0.0272
0.0202 0.0106 -0.0029
0.0143 -0.0390 -0.0157
-0.0307 0.0181 0.0009
-0.0054 -0.0205 0.0344
0.0146 -0.0099 -0.0191
-0.0093 -0.0305 -0.0174
0.0140 0.0358 0.0410
-0.0083 0.0170 -0.0391
-0.0644 0.0229 0.0206
-0.0352 0.0127 -0.0280
0.0419 0.0050 0.0218

## Properties
F_max, eV/Å: 1.7
Orbital gap, Ha: 0.2230
Net charge: -2
HOMO level, Ha: -0.08544
Energy, a.u.: -6096.84056
Multiplicity: 1